No. 1
The following is a DFT calculation (wB97M-V/def2-TZVPD) of the molecule C19H17F2N3O7.

Results
E = -1624.898087 a.u.
Gap between HOMO and LUMO = 0.276 Eh
Max |F| = 0.028 hartree/bohr
SMILES = Cc1cc(C(=O)NCC(=O)OCC(=O)Nc2ccc(OC(F)F)cc2)ccc1[N+](=O)[O-]
Multiplicity = 1

The geometry in XYZ format:
```
48
C19H17F2N3O7 wB97M-V/def2-TZVPD
C -4.699 -3.377 -0.176
C -3.591 -2.380 -0.101
C -2.296 -2.776 -0.420
C -1.226 -1.891 -0.379
C 0.156 -2.314 -0.734
O 0.950 -1.571 -1.284
N 0.481 -3.598 -0.441
C 1.853 -4.004 -0.658
C 2.781 -3.123 0.182
O 2.602 -2.888 1.345
O 3.786 -2.647 -0.550
C 4.739 -1.829 0.117
C 4.286 -0.394 0.442
O 4.959 0.274 1.195
N 3.166 0.005 -0.195
C 2.489 1.222 -0.050
C 2.822 2.170 0.916
C 2.074 3.324 1.033
C 0.992 3.548 0.192
O 0.286 4.740 0.423
C -0.888 4.950 -0.169
F -0.802 5.063 -1.522
F -1.779 3.946 0.039
C 0.669 2.626 -0.790
C 1.422 1.472 -0.907
C -1.442 -0.558 -0.034
C -2.715 -0.138 0.283
C -3.777 -1.039 0.262
N -5.075 -0.518 0.625
O -5.930 -1.297 0.989
O -5.228 0.682 0.554
H -5.553 -2.978 -0.719
H -4.358 -4.286 -0.666
H -5.052 -3.624 0.824
H -2.134 -3.797 -0.734
H -0.067 -4.106 0.234
H 2.109 -3.878 -1.713
H 1.975 -5.046 -0.363
H 5.036 -2.289 1.065
H 5.605 -1.777 -0.548
H 2.697 -0.649 -0.816
H 3.658 1.997 1.572
H 2.312 4.062 1.780
H -1.322 5.885 0.219
H -0.157 2.781 -1.466
H 1.169 0.747 -1.666
H -0.612 0.129 -0.014
H -2.910 0.890 0.550
```

Results of the Mulliken charge analysis, in e, for atoms 1 through 6:
1 C -1.44
2 C 0.98
3 C -0.70
4 C 0.15
5 C 0.44
6 O -0.66

No. 2
The following is a DFT calculation (wB97M-V/def2-TZVPD) of the molecule C5HCl3.

Results
E = -1571.478592 a.u.
Gap between HOMO and LUMO (alpha / beta) = 0.249 / 0.248 Eh
Max |F| = 0.082 hartree/bohr
Multiplicity = 1

The geometry in XYZ format:
```
9
C5HCl3 wB97M-V/def2-TZVPD
C 0.609 0.781 0.452
C -1.352 -0.169 -1.153
C -0.490 1.440 -0.093
C -0.652 -1.065 -0.477
C 0.479 -0.589 0.330
Cl -0.702 3.036 -0.299
Cl -0.855 -2.777 -0.812
Cl 1.464 -1.736 1.052
H 1.499 1.081 1.000
```

Results of the Mulliken charge analysis, in e, for atoms 1 through 6:
1 C -0.37
2 C -0.36
3 C 0.00
4 C 0.28
5 C 0.47
6 Cl -0.08

No. 3
The following is a DFT calculation (wB97M-V/def2-TZVPD) of a structure of composition C19H18I2NPPt.

Results
E = -1843.901535 a.u.
Gap between HOMO and LUMO (alpha / beta) = 0.128 / 0.127 Eh
Max |F| = 0.035 hartree/bohr
Net charge = +4
Multiplicity = 1

The geometry in XYZ format:
```
42
C19H18I2NPPt wB97M-V/def2-TZVPD
Pt 1.030 2.036 -1.074
N 0.216 0.871 -2.924
C -0.478 -0.383 -2.661
C -1.040 -1.106 -3.692
C -1.655 -2.336 -3.430
C -1.807 -2.793 -2.120
C -1.253 -2.070 -1.083
C -0.610 -0.849 -1.352
P 0.060 0.167 -0.034
C -1.227 0.629 1.116
C -0.854 1.030 2.444
C -1.827 1.322 3.372
C -3.163 1.352 2.968
C -3.540 0.922 1.663
C -2.576 0.633 0.725
C 1.179 -0.948 0.803
C 0.784 -1.700 1.954
C 1.701 -2.508 2.567
C 2.984 -2.677 1.991
C 3.406 -1.891 0.889
C 2.502 -1.078 0.268
H -0.386 1.515 -3.440
H 1.028 0.708 -3.522
H -0.997 -0.728 -4.708
H -1.986 -2.955 -4.255
H -2.342 -3.712 -1.915
H -1.330 -2.445 -0.070
H 0.191 1.104 2.728
H -1.558 1.554 4.394
H -3.917 1.752 3.639
H -4.588 0.827 1.406
H -2.869 0.382 -0.286
H -0.215 -1.619 2.367
H 1.445 -3.018 3.488
H 3.634 -3.464 2.362
H 4.424 -1.959 0.527
H 2.789 -0.531 -0.622
I 2.156 3.817 0.782
C 2.699 5.026 -0.888
I 1.996 4.014 -2.627
H 3.781 5.116 -0.938
H 2.211 5.994 -0.811
```

Results of the Mulliken charge analysis, in e, for atoms 1 through 6:
1 Pt 0.95
2 N -0.57
3 C 0.47
4 C -0.55
5 C -0.61
6 C -0.89

No. 4
The following is a DFT calculation (wB97M-V/def2-TZVPD) of the molecule C5H10FP.

Results
E = -637.533363 a.u.
Gap between HOMO and LUMO (alpha / beta) = 0.257 / 0.275 Eh
Max |F| = 0.077 hartree/bohr
Multiplicity = 3

The geometry in XYZ format:
```
17
C5H10FP wB97M-V/def2-TZVPD
C -0.703 2.556 0.298
C -0.635 1.453 -0.474
C 1.399 -1.407 0.686
C 0.333 -0.964 -0.315
C -0.647 0.133 0.161
F -4.213 -0.437 0.105
P -2.552 -0.926 -0.199
H -0.877 3.514 -0.219
H -0.500 2.416 1.316
H -0.617 1.643 -1.519
H 2.154 -2.084 0.195
H 1.918 -0.676 1.225
H 0.944 -1.922 1.460
H -0.042 -1.957 -0.402
H 0.881 -0.423 -1.086
H -0.766 0.168 1.241
H -2.814 -0.377 -1.559
```

Results of the Mulliken charge analysis, in e, for atoms 1 through 6:
1 C -0.80
2 C -0.08
3 C -1.52
4 C -0.31
5 C -0.30
6 F -0.33